<P>
{
  "formula": "C4H7NO",
  "method": "ωB97M-V/def2-TZVPD",
  "symbols": ["C", "C", "N", "C", "C", "O", "H", "H", "H", "H", "H", "H", "H"],
  "coordinates": [[1.943, -0.212, 0.044], [0.586, -0.261, 0.632], [0.042, 0.837, 0.991], [-1.075, 0.869, 0.055], [-1.484, -0.588, -0.109], [-0.201, -1.223, 0.059], [2.611, 0.466, 0.570], [1.601, 0.304, -0.884], [2.385, -1.162, -0.247], [-1.841, 1.613, 0.262], [-0.544, 1.136, -0.898], [-1.830, -0.828, -1.115], [-2.194, -0.951, 0.641]],
  "nbo_charge": [-0.65, 0.57, -0.50, -0.27, -0.10, -0.51, 0.24, 0.23, 0.23, 0.22, 0.17, 0.20, 0.18],
  "lumo_ev": 1.0,
  "orbital_gap_ev": 10.07,
  "smiles": "CC1=NCCO1"
}



<Q>
{
  "formula": "C4H7NO",
  "method": "ωB97M-V/def2-TZVPD",
  "symbols": ["C", "C", "C", "C", "O", "N", "H", "H", "H", "H", "H", "H", "H"],
  "coordinates": [[0.060, 0.266, 1.608], [-0.065, -0.177, 0.201], [0.880, -0.080, -0.967], [-0.131, -1.143, -1.456], [-0.218, -1.868, -2.401], [-0.930, -1.030, -0.271], [-0.910, 0.317, 2.107], [0.632, -0.552, 2.057], [0.615, 1.197, 1.753], [-1.010, 1.691, -0.242], [0.933, 0.839, -1.564], [1.884, -0.428, -0.723], [-1.434, 1.094, -0.386]],
  "nbo_charge": [-0.70, 0.40, -0.60, 0.68, -0.51, -0.51, 0.25, 0.26, 0.23, -0.02, 0.24, 0.23, 0.05],
  "lumo_ev": 0.6,
  "orbital_gap_ev": 10.40
}



Stability summary - winner: <P>; margin: 77.9 kJ/mol.



<P>
{
  "formula": "C4H7NO",
  "method": "ωB97M-V/def2-TZVPD",
  "symbols": ["O", "N", "C", "C", "C", "C", "H", "H", "H", "H", "H", "H", "H"],
  "coordinates": [[2.342, -1.053, -0.354], [1.722, 0.042, 0.302], [0.348, 0.035, -0.002], [-0.519, -0.825, -0.540], [-1.713, 0.036, -0.177], [-0.676, 1.088, 0.334], [3.209, -0.694, -0.584], [-0.406, -1.795, -1.008], [1.760, -0.202, 1.293], [-2.373, 0.369, -0.983], [-2.324, -0.380, 0.634], [-0.613, 1.982, -0.296], [-0.758, 1.398, 1.382]],
  "nbo_charge": [-0.58, -0.33, 0.14, -0.25, -0.40, -0.42, 0.47, 0.21, 0.35, 0.20, 0.20, 0.21, 0.20],
  "lumo_ev": 1.0,
  "orbital_gap_ev": 9.61,
  "smiles": "ONC1=CCC1"
}



<Q>
{
  "formula": "C4H7NO",
  "method": "ωB97M-V/def2-TZVPD",
  "symbols": ["C", "C", "N", "C", "C", "O", "H", "H", "H", "H", "H", "H", "H"],
  "coordinates": [[-1.752, -0.134, -0.295], [-0.821, -0.960, 0.539], [0.173, -1.560, 0.022], [2.120, 0.825, -0.511], [1.250, 1.532, 0.169], [0.453, 2.144, 0.768], [-2.697, -0.672, -0.441], [-1.305, 0.057, -1.275], [-1.981, 0.815, 0.199], [-1.052, -1.011, 1.612], [0.695, -2.071, 0.736], [1.765, -0.104, -0.946], [3.152, 1.140, -0.579]],
  "nbo_charge": [-0.69, 0.15, -0.64, -0.80, 0.72, -0.48, 0.23, 0.23, 0.23, 0.15, 0.34, 0.29, 0.26],
  "lumo_ev": 1.0,
  "orbital_gap_ev": 10.09,
  "smiles": "[H]/N=C/C.C=C=O"
}



Stability summary - winner: <Q>; margin: 161.6 kJ/mol.



<P>
{
  "formula": "H26O17S",
  "method": "ωB97M-V/def2-TZVPD",
  "symbols": ["S", "O", "O", "O", "O", "O", "H", "H", "O", "H", "H", "O", "H", "H", "O", "H", "H", "O", "H", "H", "O", "H", "H", "O", "H", "H", "O", "H", "H", "O", "H", "H", "O", "H", "H", "O", "H", "H", "O", "H", "H", "O", "H", "H"],
  "coordinates": [[0.024, -0.048, -0.113], [0.945, -0.252, -1.274], [0.256, -1.163, 0.812], [0.277, 1.201, 0.554], [-1.347, -0.078, -0.559], [0.598, 3.302, -0.849], [0.220, 2.962, -1.671], [0.478, 2.655, -0.302], [2.460, 2.477, 1.612], [1.981, 1.743, 1.119], [1.602, 2.926, 2.077], [-1.681, 0.007, 3.472], [-1.213, -0.718, 3.163], [-1.476, 0.025, 4.320], [2.611, -1.865, -2.334], [1.845, -1.202, -1.949], [3.405, -2.024, -1.715], [-2.637, -1.723, -1.853], [-2.162, -2.588, -1.763], [-2.194, -1.177, -1.226], [-2.458, 1.294, -2.474], [-3.130, 0.699, -2.434], [-2.143, 0.798, -1.767], [-1.022, -3.382, 0.277], [-0.568, -4.089, 0.547], [-0.534, -2.583, 0.592], [2.808, 1.474, -1.262], [2.142, 0.870, -1.099], [2.253, 2.260, -1.024], [-1.324, 2.429, 2.252], [-0.802, 2.034, 1.580], [-1.499, 1.652, 2.805], [-3.369, 1.238, 0.641], [-2.598, 1.725, 1.051], [-2.802, 0.596, 0.269], [3.443, -2.258, 0.203], [4.013, -1.529, 0.152], [2.612, -1.995, 0.423], [0.628, 0.289, -3.888], [0.607, 0.072, -2.894], [-0.188, -0.195, -3.959], [0.160, -1.778, 3.118], [-0.489, -2.432, 3.229], [0.267, -1.646, 2.142]],
  "nbo_charge": [2.73, -1.08, -1.10, -1.09, -1.09, -0.94, 0.48, 0.47, -0.98, 0.50, 0.46, -0.94, 0.48, 0.45, -1.06, 0.51, 0.47, -1.00, 0.48, 0.48, -0.95, 0.45, 0.48, -0.98, 0.44, 0.50, -0.98, 0.46, 0.47, -1.00, 0.48, 0.49, -0.99, 0.48, 0.47, -0.95, 0.47, 0.49, -0.97, 0.49, 0.45, -0.99, 0.45, 0.50],
  "lumo_ev": 4.8,
  "total_charge": -2,
  "orbital_gap_ev": 8.79
}



<Q>
{
  "formula": "H26O17S",
  "method": "ωB97M-V/def2-TZVPD",
  "symbols": ["S", "O", "O", "O", "O", "O", "H", "H", "O", "H", "H", "O", "H", "H", "O", "H", "H", "O", "H", "H", "O", "H", "H", "O", "H", "H", "O", "H", "H", "O", "H", "H", "O", "H", "H", "O", "H", "H", "O", "H", "H", "O", "H", "H"],
  "coordinates": [[-0.097, 0.039, 0.086], [0.095, -1.356, -0.095], [0.842, 0.750, -0.757], [-1.350, 0.308, -0.346], [-0.020, 0.320, 1.503], [-0.332, -3.020, -2.084], [-0.200, -2.284, -1.313], [-1.083, -3.478, -2.172], [-3.772, -0.595, 0.244], [-3.078, 0.071, 0.109], [-4.474, -0.061, 0.521], [2.371, -0.070, -2.693], [1.768, -0.780, -3.080], [1.841, 0.449, -2.137], [-1.786, 0.094, -3.030], [-1.808, 0.083, -2.046], [-1.741, -0.761, -3.172], [2.624, 2.436, -0.191], [2.753, 3.080, -0.873], [1.862, 1.791, -0.465], [-0.999, -3.246, 1.299], [-1.226, -2.945, 2.312], [-0.593, -2.357, 0.886], [1.521, 1.073, 3.313], [1.715, 1.988, 3.098], [1.095, 0.754, 2.474], [2.221, -2.704, -0.004], [1.378, -2.314, -0.031], [2.017, -3.367, -0.723], [-1.755, 1.531, 2.819], [-1.585, 1.089, 3.652], [-0.969, 1.066, 2.408], [-2.258, 2.643, -0.768], [-1.828, 3.226, -0.170], [-1.918, 1.746, -0.765], [0.189, 2.690, -2.495], [-0.751, 2.848, -2.531], [0.350, 1.889, -1.993], [-0.671, -1.405, 3.461], [-0.306, -0.718, 2.912], [-1.263, -1.345, 4.218], [4.068, 0.127, -0.307], [3.421, -0.365, -0.808], [3.738, 1.089, -0.281]],
  "nbo_charge": [2.82, -1.09, -1.09, -1.10, -1.09, -1.05, 0.52, 0.46, -0.95, 0.50, 0.44, -0.97, 0.47, 0.48, -0.96, 0.49, 0.45, -1.01, 0.47, 0.51, -1.04, 0.48, 0.49, -0.99, 0.46, 0.49, -0.96, 0.48, 0.45, -0.98, 0.44, 0.49, -1.00, 0.47, 0.49, -0.99, 0.48, 0.49, -1.01, 0.52, 0.48, -1.02, 0.49, 0.49],
  "lumo_ev": 5.1,
  "total_charge": -2,
  "orbital_gap_ev": 9.16
}



Stability summary - winner: <Q>; margin: 15.2 kJ/mol.



<P>
{
  "formula": "H2N2O4S",
  "method": "ωB97M-V/def2-TZVPD",
  "symbols": ["N", "N", "O", "O", "O", "O", "S", "H", "H"],
  "coordinates": [[-1.435, -0.998, 0.336], [1.328, 0.358, -0.752], [-0.663, -1.816, -0.078], [-0.960, 0.150, 0.727], [0.507, 2.087, 0.968], [-2.635, -1.091, 0.450], [0.817, 0.699, 0.801], [1.850, -0.477, -1.046], [1.191, 1.089, -1.406]],
  "nbo_charge": [0.73, -1.06, -0.42, -0.54, -0.86, -0.37, 1.66, 0.44, 0.41],
  "lumo_ev": 0.1,
  "orbital_gap_ev": 10.86
}



<Q>
{
  "formula": "H2N2O4S",
  "method": "ωB97M-V/def2-TZVPD",
  "symbols": ["N", "N", "O", "O", "O", "O", "S", "H", "H"],
  "coordinates": [[0.151, -0.570, -1.726], [-0.558, 0.038, -0.951], [1.076, 0.488, 0.391], [-0.891, 1.187, -1.041], [-1.132, -0.599, 0.172], [-0.119, -0.052, 2.314], [-0.400, 0.607, 1.109], [1.709, 0.482, 1.151], [0.164, -1.581, -1.418]],
  "nbo_charge": [-0.35, 0.50, -0.91, -0.40, -0.53, -0.94, 1.76, 0.52, 0.35],
  "lumo_ev": 0.3,
  "orbital_gap_ev": 10.93
}



Stability summary - winner: <P>; margin: 110.2 kJ/mol.